# 1
2 unconnected molecules or ions with the total composition C3H2NO2S at a distorted geometry. Source: the OMol25 dataset; level of theory: the ωB97M-V functional and the def2-TZVPD basis.

Values from the calculation:
Orbital gap (alpha / beta) = 4.4 / 4.4 eV
Net charge = -1

XYZ file:
```
9
C3H2NO2S the ωB97M-V functional and the def2-TZVPD basis
S 0.16180 -2.46775 -0.38567
O -1.76861 -1.71268 1.32297
O 1.18331 2.18766 1.05881
N 1.00042 0.66256 -0.93769
C 0.63191 1.56214 0.20231
C -0.80739 -1.83289 0.64451
C -0.29853 1.19845 -0.68110
H 1.08904 -0.28704 -0.65617
H -1.19194 0.68955 -0.56797
```

Which charges does natural (NBO) predict for the atoms? In e, they are: number 1, S, carries -0.01; number 2, O, carries -0.49; number 3, O, carries -0.68; number 4, N, carries -0.76; number 5, C, carries 0.59; number 6, C, carries 0.40; number 7, C, carries -0.49; number 8, H, carries 0.29; number 9, H, carries 0.15

# 2
A gas-phase ion, C3H2NO3 (charge -1) at a distorted geometry. Source: the OMol25 dataset; level of theory: the ωB97M-V functional and the def2-TZVPD basis.

Values from the calculation:
Orbital gap = 8.7 eV
SMILES = O=C([O-])[C@H]1NC1=O
Net charge = -1

XYZ file:
```
9
C3H2NO3 the ωB97M-V functional and the def2-TZVPD basis
O 1.52622 2.07598 -0.16799
O -2.58544 0.79520 0.77545
O -1.63277 0.75915 -1.31712
N 0.84276 -0.23434 -0.46767
C -1.71774 0.72976 -0.07821
C 0.92042 1.03229 0.04581
C -0.11185 0.28206 0.62632
H 0.13170 -0.20544 1.58871
H 0.60649 -0.25703 -1.46413
```

Which charges does natural (NBO) predict for the atoms? In e, they are: number 1, O, carries -0.62; number 2, O, carries -0.72; number 3, O, carries -0.75; number 4, N, carries -0.68; number 5, C, carries 0.84; number 6, C, carries 0.65; number 7, C, carries -0.32; number 8, H, carries 0.20; number 9, H, carries 0.39

Q: Number 1 is which compound?
A: C3H2NO2S